8
Properties=species:S:1:pos:R:3 method="wB97M-V/def2-TZVPD" charge=0 de_lowest_kcal_mol=135.56 homo_lumo_gap_ha=0.296 homo_ev=-8.82
C -1.4470 0.1411 0.0399
C 2.3095 0.9750 0.0351
P -2.5300 -1.1715 -0.1150
Cl 2.8272 -0.6142 0.0532
Cl -0.0293 0.5683 -0.7697
H -1.6786 0.8215 0.7517
H 2.3390 1.2737 1.1719
H -1.7910 -1.9938 -1.1671


11
Properties=species:S:1:pos:R:3 method="wB97M-V/def2-TZVPD" charge=-1 multiplicity=3 homo_lumo_gap_ha="0.143 / 0.297" homo_ev="-0.53 / -4.77"
C -1.1289 -0.1964 -0.4658
C 1.7132 -0.2467 -0.0172
N -1.8215 0.5332 0.4318
O -2.3199 1.6825 0.1954
O -0.6219 -1.3550 -0.2014
Cl 3.1993 -1.1026 0.1051
Cl 1.5133 0.6479 1.4504
Cl 1.7180 0.8391 -1.4340
H -0.8315 0.2151 -1.3684
H -2.0935 0.1215 1.3530
H 0.6734 -1.1385 -0.0489


Largest force on an atom in eV/A, matching the order above: 4.0; 6.0